No. 1
Molecular formula: C4H5N2O4P
Method: DFT, ωB97M-V/def2-TZVPD

```
! RIJCOSX wB97M-V def2-TZVPD def2/J DEFGRID3
* xyz -2 1
C 2.019 0.531 -0.530
O 1.236 -0.396 -1.264
N 0.046 -0.718 -0.612
C -0.486 -1.954 -0.659
C -1.698 -1.920 -0.036
N -1.977 -0.675 0.442
C -1.052 0.161 0.172
P -0.670 1.834 1.026
O -2.006 2.274 1.567
O 0.338 1.352 2.063
O -0.077 2.726 -0.054
H 2.666 0.005 0.184
H 1.376 1.253 -0.010
H 2.640 1.041 -1.272
H 0.033 -2.775 -1.129
H -2.388 -2.739 0.111
*
```

Its HOMO energy is 0.330 eV. The value obtained for the gap between HOMO and LUMO is 5.9 eV. As for the SMILES: COn1ccnc1P(=O)([O-])[O-]. The total energy is -907.22566 a.u.



No. 2
Molecular formula: C13H28N2O11S
Method: DFT, ωB97M-V/def2-TZVPD

```
! RIJCOSX wB97M-V def2-TZVPD def2/J DEFGRID3
* xyz 0 1
N 4.610 -0.762 -1.542
O 5.201 -0.909 -2.824
C 4.458 -0.419 -3.859
O 4.863 -0.604 -4.996
N 3.295 0.294 -3.512
C 2.149 -0.618 -3.360
C 1.036 0.010 -2.539
C -0.141 -0.964 -2.493
C -1.167 -0.542 -1.470
S -2.568 -1.674 -1.478
O -2.986 -1.951 -0.144
O -2.242 -2.811 -2.295
O -3.689 -0.866 -2.270
H 4.841 0.136 -1.147
H 4.915 -1.526 -0.965
H 3.122 0.925 -4.281
H 2.468 -1.542 -2.894
H 1.731 -0.860 -4.336
H 0.753 0.927 -3.049
H 1.392 0.241 -1.541
H 0.256 -1.948 -2.277
H -0.584 -1.004 -3.482
H -1.554 0.447 -1.691
H -0.791 -0.541 -0.456
H -3.903 -1.428 -3.025
C 3.119 -0.353 5.221
C 2.211 -1.084 4.256
O 2.875 -1.370 3.015
C 3.697 -2.414 3.039
O 3.909 -3.134 3.975
O 4.249 -2.531 1.829
C 5.207 -3.588 1.723
H 3.530 0.542 4.752
H 2.566 -0.061 6.112
H 3.954 -0.983 5.525
H 1.361 -0.460 3.988
H 1.824 -2.006 4.690
H 4.786 -4.531 2.061
H 6.099 -3.348 2.299
H 5.467 -3.665 0.671
C -4.078 1.143 0.724
C -4.554 1.904 -0.495
O -5.800 2.575 -0.250
C -5.708 3.713 0.430
O -4.695 4.232 0.816
O -6.939 4.195 0.595
C -7.000 5.403 1.355
H -4.851 0.461 1.075
H -3.186 0.563 0.498
H -3.844 1.828 1.538
H -4.753 1.219 -1.314
H -3.809 2.624 -0.835
H -6.333 6.157 0.944
H -6.745 5.207 2.395
H -8.026 5.752 1.293
*
```

Its HOMO energy is -9.708 eV. The value obtained for the gap between HOMO and LUMO is 10.0 eV. As for the SMILES: NOC(=O)NCCCCS(=O)(=O)O.CCOC(=O)OC.CCOC(=O)OC. The total energy is -1847.45380 a.u.



No. 3
Molecular formula: C8H35F6N3O16S2
Method: DFT, ωB97M-V/def2-TZVPD

```
! RIJCOSX wB97M-V def2-TZVPD def2/J DEFGRID3
* xyz 0 1
C -3.897 1.367 0.014
C -3.167 1.307 -1.407
N -2.042 0.378 -1.393
C -2.095 -1.016 -1.073
C -0.757 -1.472 -1.109
N -0.012 -0.451 -1.646
C -0.772 0.650 -1.873
C 1.473 -0.447 -1.854
H -4.181 0.404 0.439
H -4.803 1.941 0.208
H -3.157 1.760 0.712
H -2.934 2.314 -1.754
H -3.875 0.901 -2.130
H -2.967 -1.520 -0.685
H -0.422 -2.440 -0.767
H -0.342 1.559 -2.267
H 1.937 -1.371 -1.510
H 2.049 0.375 -1.429
H 1.817 -0.401 -2.887
C 0.413 -1.086 5.124
F 0.882 -2.271 4.635
F 0.297 -0.111 4.206
F -0.816 -1.313 5.572
S 1.591 -0.471 6.465
O 2.686 0.347 5.919
O 0.845 0.335 7.414
N 2.120 -1.938 7.347
S 3.644 -1.979 6.911
O 4.064 -2.034 5.481
O 4.416 -1.049 7.739
C 4.188 -3.720 7.546
F 4.021 -3.783 8.946
F 3.395 -4.638 6.940
F 5.504 -3.907 7.311
O 3.949 4.940 -3.178
H 3.890 5.122 -4.116
H 4.672 4.318 -3.100
O -7.593 4.785 -3.784
H -7.194 5.655 -3.799
H -8.482 4.924 -4.110
O 1.093 5.596 -0.211
H 1.562 5.540 0.622
H 1.772 5.487 -0.876
O -7.457 -2.930 -3.204
H -7.561 -3.765 -3.661
H -8.092 -2.348 -3.622
O -2.215 -7.561 -1.819
H -3.117 -7.641 -1.507
H -1.759 -8.305 -1.426
O 7.753 -4.892 -2.686
H 8.693 -4.785 -2.832
H 7.615 -4.592 -1.787
O 1.941 -4.312 -6.499
H 2.380 -4.776 -5.786
H 1.059 -4.685 -6.521
O -2.913 4.812 5.486
H -3.749 5.263 5.371
H -2.994 4.370 6.331
O 5.266 1.574 -6.539
H 5.746 2.157 -7.127
H 5.926 0.959 -6.220
O 7.547 2.720 -2.473
H 7.881 1.864 -2.743
H 7.946 2.875 -1.617
O -2.994 7.835 -0.753
H -2.855 8.068 -1.671
H -2.304 7.200 -0.560
O -8.502 -3.772 0.591
H -7.822 -4.323 0.978
H -8.191 -3.596 -0.297
*
```

Its HOMO energy is -7.545 eV. The value obtained for the gap between HOMO and LUMO is 6.1 eV. The total energy is -3089.27897 a.u.



No. 4
Molecular formula: C31H60N3O4S2
Method: DFT, ωB97M-V/def2-TZVPD

```
! RIJCOSX wB97M-V def2-TZVPD def2/J DEFGRID3
* xyz -1 1
C 7.093 5.088 1.105
C 5.934 3.931 1.011
C 4.396 4.498 1.035
C 4.092 5.735 0.002
N 3.003 5.269 -0.944
C 1.777 6.153 -0.908
C 0.808 5.951 0.398
C 0.799 4.442 1.036
C 0.642 3.224 -0.047
C -0.748 2.361 0.068
O -1.939 3.273 0.060
C -2.112 3.890 -1.267
O -2.083 5.248 -1.338
N -2.372 3.166 -2.571
C -3.440 3.982 -3.278
C -1.130 3.131 -3.464
C -0.459 1.657 -3.882
O -0.503 4.217 -3.946
C -0.783 1.247 1.268
C 0.463 1.320 2.330
C -0.852 -0.328 0.711
C -2.217 -0.580 -0.213
C -2.596 -2.177 -0.382
C 3.671 5.338 -2.333
S 3.411 6.660 -3.425
S 4.872 4.013 -2.969
C 3.971 2.405 -3.335
C 4.939 1.193 -2.718
C 4.007 -0.051 -2.180
H 6.609 6.178 1.138
H 7.625 4.956 2.162
H 7.840 4.945 0.215
H 6.048 3.243 1.980
H 6.094 3.183 0.096
H 3.702 3.584 0.705
H 4.002 4.826 2.091
H 3.806 6.750 0.510
H 5.080 5.944 -0.635
H 2.032 7.316 -0.966
H 1.108 5.886 -1.861
H 1.245 6.668 1.247
H -0.250 6.377 0.137
H 1.718 4.249 1.775
H -0.162 4.386 1.742
H 1.603 2.528 0.089
H 0.706 3.593 -1.181
H -0.841 1.750 -0.954
H -4.258 4.253 -2.451
H -3.914 3.369 -4.177
H -2.999 4.967 -3.769
H 0.707 1.771 -3.657
H -0.938 0.808 -3.222
H -0.632 1.492 -5.029
H -1.776 1.396 1.888
H 0.491 2.376 2.885
H 1.507 1.020 1.882
H 0.235 0.535 3.200
H -0.958 -1.007 1.686
H 0.135 -0.657 0.160
H -1.941 -0.198 -1.309
H -3.136 0.081 0.163
H -3.314 -2.550 0.472
H -3.054 -2.349 -1.456
H -1.581 -2.785 -0.277
H 2.910 2.418 -2.813
H 3.747 2.241 -4.496
H 5.727 0.901 -3.533
H 5.503 1.701 -1.798
H 4.602 -0.625 -1.345
H 3.005 0.436 -1.773
H 3.795 -0.737 -3.125
C -5.371 -6.775 2.929
C -3.920 -6.258 2.811
C -2.946 -7.288 3.441
C -2.763 -8.579 2.651
C -2.977 -8.418 1.152
C -2.789 -6.974 0.618
N -3.698 -6.085 1.363
O -3.629 -4.763 0.950
C -3.222 -7.002 -0.873
C -1.293 -6.590 0.675
C -3.812 -4.980 3.692
H -6.084 -6.048 2.525
H -5.646 -6.957 3.975
H -5.519 -7.712 2.385
H -1.961 -6.823 3.568
H -3.272 -7.546 4.460
H -1.754 -8.966 2.842
H -3.451 -9.345 3.027
H -2.318 -9.116 0.620
H -3.996 -8.754 0.919
H -4.292 -7.226 -0.969
H -2.675 -7.774 -1.428
H -3.032 -6.047 -1.377
H -0.691 -7.298 0.091
H -0.888 -6.591 1.692
H -1.111 -5.596 0.251
H -4.048 -5.208 4.740
H -4.513 -4.199 3.378
H -2.798 -4.563 3.671
*
```

Its HOMO energy is -1.409 eV. The value obtained for the gap between HOMO and LUMO is 2.2 eV. The total energy is -2478.24433 a.u.